(1)
76
Properties=species:S:1:pos:R:3:forces:R:3:mulliken_charge:R:1 method="wB97M-V/def2-TZVPD" lumo_energy_ev="-3.2 / -2.8" spin_multiplicity=3 e_tot_ev=-74013.291 s_squared=2.053 total_charge=+1 largest_force_ev_per_a=3.36 homo_lumo_gap_ev="7.16 / 7.56"
V -0.0330 -0.2214 1.5010 -0.26 3.32 -0.46 -1.40
C -0.7836 -2.0376 2.2974 0.54 -0.50 0.75 1.23
C 0.5920 -2.2053 1.9052 -0.03 -0.63 1.47 0.79
C 0.5195 -0.6147 3.5821 0.17 -0.95 0.11 1.26
C -0.8198 -1.0369 3.3245 0.39 -0.65 0.34 0.13
C 1.3928 -1.3096 2.6884 -0.51 -0.79 0.79 0.55
C -1.9710 -2.8334 1.8638 -0.23 -0.14 -0.02 -1.48
H -1.7023 -3.5737 1.1012 -0.15 0.15 0.18 0.27
H -2.7722 -2.1925 1.4737 0.17 -0.22 0.06 0.22
H -2.3847 -3.3653 2.7324 0.09 0.00 -0.28 0.46
C -2.0246 -0.6036 4.0895 -0.32 0.12 0.21 -1.56
H -2.9120 -1.1634 3.7678 0.19 0.24 0.09 0.37
H -2.2128 0.4709 3.9589 -0.16 -0.43 0.14 0.22
H -1.8857 -0.7886 5.1659 -0.06 0.01 -0.29 0.41
C 1.0085 0.1663 4.7541 0.30 0.30 0.17 -2.25
H 1.6778 -0.4572 5.3692 -0.20 0.12 -0.23 0.37
H 0.1824 0.4808 5.4010 0.24 0.02 -0.15 0.54
H 1.5912 1.0447 4.4375 -0.20 -0.13 0.25 0.32
C 2.8835 -1.2594 2.7680 0.27 0.00 -0.08 -1.48
H 3.2392 -1.7841 3.6686 -0.11 0.07 -0.26 0.39
H 3.2416 -0.2237 2.8481 0.00 -0.27 -0.05 0.27
H 3.3505 -1.7339 1.8938 -0.07 0.16 0.27 0.36
C 1.1657 -3.2875 1.0485 0.15 -0.10 -0.33 -1.66
H 1.7468 -3.9796 1.6762 -0.23 0.14 -0.15 0.38
H 1.8622 -2.8972 0.2930 -0.15 -0.14 0.09 0.31
H 0.3796 -3.8580 0.5407 0.27 0.11 0.06 0.32
C -1.8215 0.8398 -3.6229 -0.84 -1.03 -0.52 -0.24
C -1.8983 -0.5025 -3.6656 -0.73 1.02 -0.56 -0.35
C -1.1162 -1.3618 -4.6064 0.57 -0.30 -0.32 -0.97
C 0.3698 -0.9300 -4.7866 -0.54 -0.54 -0.40 -0.94
C 1.0624 -0.3723 -3.5747 0.81 0.82 -0.61 0.02
C 1.2256 0.9491 -3.3972 0.60 -0.69 -0.61 -1.11
C 0.4609 2.0148 -4.1407 -0.20 0.24 -0.27 -0.79
C -0.9947 1.6497 -4.5766 0.22 0.67 -0.24 -1.15
H -1.5745 -1.3636 -5.6110 -0.03 -0.02 0.36 0.40
H 0.4273 -0.2195 -5.6254 0.15 -0.25 0.44 0.33
H -1.1542 -2.4064 -4.2616 0.00 0.26 -0.08 0.31
H -0.9680 1.1645 -5.5618 -0.09 0.12 0.35 0.33
H -2.5106 1.4103 -2.9942 0.22 -0.34 -0.08 0.72
H -2.6483 -1.0463 -3.0884 0.20 0.30 -0.06 0.63
H -1.5181 2.6088 -4.7300 0.19 -0.33 -0.04 0.47
H 0.4185 2.9270 -3.5155 0.09 -0.39 -0.21 0.25
H 2.0200 1.3242 -2.7425 -0.52 -0.31 0.07 0.87
H 0.9959 2.3063 -5.0620 -0.02 -0.03 0.36 0.46
H 0.9201 -1.8241 -5.1141 -0.04 0.27 0.06 0.43
H 1.6046 -1.0945 -2.9632 0.10 0.29 -0.08 0.66
P -1.3239 -0.0861 -0.4303 0.43 0.72 0.85 1.30
P 1.6430 1.3279 0.6382 -0.97 -0.46 0.41 1.13
C -0.5914 1.4582 -1.1328 -0.04 0.11 -1.09 2.02
C 0.6024 2.2520 -0.5489 0.22 0.21 -0.02 -1.42
H -1.4140 2.1591 -1.3271 0.22 -0.28 0.13 0.93
H -0.2623 1.0505 -2.0909 -0.20 0.54 0.28 -2.65
H 1.2794 2.5851 -1.3571 -0.52 -0.02 0.13 1.00
H 0.2413 3.1731 -0.0659 0.11 -0.41 0.11 0.47
C 2.4753 2.5621 1.6660 0.36 0.23 -0.05 -1.15
H 3.0400 2.0572 2.4624 -0.11 0.18 -0.24 0.29
H 1.7483 3.2421 2.1281 0.19 -0.26 -0.19 0.29
H 3.1676 3.1415 1.0394 -0.09 -0.04 0.27 0.46
C 2.9626 0.4723 -0.2764 0.52 0.13 -0.36 -1.44
H 3.3856 1.1206 -1.0623 -0.01 -0.29 0.31 0.66
H 2.5971 -0.4585 -0.7438 0.07 0.42 0.17 0.03
H 3.7647 0.2027 0.4326 -0.34 0.11 -0.30 0.49
C -3.1090 -0.0559 -0.5890 -0.63 -0.05 -0.26 -1.54
H -3.5325 -0.8628 0.0197 0.08 0.11 -0.20 0.34
H -3.4401 -0.1683 -1.6245 -0.05 0.05 0.31 0.51
H -3.4747 0.8937 -0.1799 0.25 -0.24 -0.09 0.44
C -0.5769 -1.5686 -1.1982 -0.14 -0.15 -0.94 0.13
H 0.4870 -1.6797 -0.9544 -0.23 0.14 0.26 -0.33
H -0.6175 -1.5447 -2.2869 0.04 -0.10 0.34 -0.70
H -1.1103 -2.4676 -0.8675 0.07 0.27 0.15 0.63
C -0.8786 2.5094 3.3498 -0.50 0.63 0.65 -1.44
C -1.1644 1.6924 2.1184 0.10 -1.18 -1.10 0.65
O -2.1088 1.9786 1.3751 0.97 0.08 1.03 -0.62
H -1.8268 2.9506 3.7264 0.57 0.04 -0.28 0.40
H -0.1654 3.3194 3.0990 -0.44 -0.27 0.05 0.29
H -0.4297 1.9340 4.1710 -0.16 0.20 -0.56 0.17



(2)
93
Properties=species:S:1:pos:R:3:forces:R:3:mulliken_charge:R:1 method="wB97M-V/def2-TZVPD" lumo_energy_ev=0.4 smiles="C[C@@H](F)C[C@H]1OS(=O)(=O)O[C@H]1C(F)(F)F.CCOC(C)=O.CCOC(C)=O.CCOC(C)=O.CCOC(C)=O.CCOC(C)=O" e_tot_ev=-78110.337 total_charge=0 largest_force_ev_per_a=2.45 homo_lumo_gap_ev=10.06
C 2.7325 3.7793 -2.8936 0.07 -0.14 0.11 -1.66
C 1.3455 3.1841 -2.7948 0.59 0.30 -0.51 1.39
F 0.7418 3.5668 -1.5901 0.00 -0.06 -0.14 -0.30
C 0.4695 3.6293 -3.9601 -0.12 -0.29 0.70 -1.32
C -0.9908 3.2063 -3.7763 0.31 -0.15 -2.43 0.04
O -1.1171 1.9834 -3.0434 -0.26 0.67 0.52 -0.19
S -2.5896 1.8364 -2.4699 0.08 -1.17 0.44 0.80
O -2.4553 1.4827 -1.0956 -0.28 0.59 -0.43 -0.24
O -3.4092 1.0156 -3.2966 0.28 0.25 -0.10 -0.62
O -3.0583 3.3367 -2.6970 0.15 0.38 -0.12 -0.35
C -2.0694 4.1995 -3.3430 -0.59 -1.26 1.87 -0.03
C -1.7639 5.2762 -2.2723 -0.58 0.38 -0.58 0.84
F -2.6912 6.2478 -2.4124 -0.15 0.17 -0.06 -0.31
F -1.8877 4.8220 -1.0396 0.36 -0.36 0.19 -0.19
F -0.5797 5.8565 -2.4175 0.25 0.01 -0.09 -0.24
H 2.7241 4.8572 -2.7284 -0.01 0.02 -0.05 0.44
H 3.1383 3.5564 -3.8829 -0.03 0.12 -0.04 0.37
H 3.3995 3.2945 -2.1828 -0.09 0.09 0.13 0.35
H 1.4754 2.1076 -2.8076 -0.42 -0.08 0.27 -0.33
H 0.8249 3.1357 -4.8637 0.17 -0.03 0.07 0.62
H 0.5659 4.7018 -4.1246 -0.21 0.04 0.04 0.28
H -1.3044 2.9170 -4.7862 -0.20 0.20 0.00 0.40
H -2.6283 4.6143 -4.1749 0.50 0.45 -0.14 0.31
C -1.9269 1.0939 1.8473 -0.04 0.07 0.28 -0.65
C -0.7685 0.3145 2.4255 -0.13 -0.04 -0.12 -0.56
O 0.0701 1.1307 3.2495 0.22 -0.11 -0.02 -0.37
C -0.1947 1.3750 4.5484 -0.20 0.18 0.08 0.74
C -1.5518 1.0156 5.1113 0.09 -0.31 0.06 -0.70
O 0.6364 1.9341 5.2106 0.02 -0.05 -0.04 -0.59
H -2.5806 1.4665 2.6379 -0.02 -0.07 0.02 0.32
H -2.5140 0.4693 1.1774 0.02 0.00 -0.05 0.34
H -1.5586 1.9509 1.2865 0.06 -0.08 -0.10 0.10
H -1.1011 -0.5700 2.9726 0.00 0.02 0.05 0.43
H -0.1193 -0.0378 1.6250 0.07 0.06 0.03 0.26
H -2.2023 1.8881 5.0401 0.00 0.01 -0.01 0.12
H -1.4224 0.7581 6.1594 0.02 0.16 0.04 0.32
H -2.0317 0.1737 4.6185 -0.05 0.08 -0.08 0.24
C -2.2982 5.4978 2.0424 0.02 0.14 0.27 -0.69
C -3.3560 4.4369 2.2461 0.02 0.20 -0.15 0.19
O -3.5808 4.1423 3.6314 -0.02 -0.25 -0.01 -0.30
C -4.4208 4.8481 4.4121 0.08 0.19 0.07 0.78
C -4.9691 6.1657 3.9129 -0.26 -0.16 -0.19 -1.02
O -4.6639 4.4383 5.5139 0.00 -0.05 -0.02 -0.57
H -2.5981 6.4555 2.4700 -0.05 0.01 -0.04 0.32
H -2.1146 5.6357 0.9810 0.02 0.04 0.04 0.03
H -1.3648 5.2056 2.5251 -0.01 -0.07 -0.05 0.31
H -4.2939 4.6898 1.7488 -0.03 0.05 0.07 0.32
H -3.0212 3.5006 1.8169 0.00 -0.11 0.00 -0.26
H -4.3200 6.9667 4.2642 0.02 0.00 0.00 0.26
H -5.9586 6.3007 4.3418 0.07 0.03 0.14 0.33
H -5.0632 6.2306 2.8322 0.13 0.04 0.00 0.32
C 0.1694 -2.5812 -1.4605 0.05 0.40 -0.25 -0.65
C 0.9174 -2.0598 -2.6697 -0.18 -0.22 0.08 -0.62
O 1.3403 -0.7026 -2.4784 0.03 0.07 -0.31 -0.42
C 2.4810 -0.3774 -1.8482 -0.10 0.00 0.31 1.08
C 3.2473 -1.4321 -1.0952 0.21 -0.11 -0.21 -1.16
O 2.8107 0.7817 -1.8476 0.22 -0.17 0.01 -0.60
H 0.8009 -2.6009 -0.5802 0.06 -0.10 0.02 0.26
H -0.1996 -3.5878 -1.6390 0.01 -0.04 0.02 0.38
H -0.6786 -1.9286 -1.2442 -0.04 -0.05 -0.04 0.19
H 1.7649 -2.6913 -2.9417 0.05 0.05 0.05 0.30
H 0.2605 -2.0285 -3.5383 0.01 0.12 -0.01 0.34
H 2.9261 -1.4189 -0.0537 -0.04 0.03 0.00 0.29
H 4.3041 -1.1846 -1.1449 -0.02 0.10 0.07 0.36
H 3.1321 -2.4328 -1.4975 -0.09 -0.01 0.07 0.16
C -3.6093 -4.3131 2.7760 0.14 0.05 0.05 -0.93
C -3.2100 -4.9198 1.4474 -0.16 -0.02 0.14 -0.45
O -1.9750 -4.3837 0.9617 -0.04 0.00 -0.20 -0.40
C -0.7693 -4.8601 1.3245 0.07 0.11 0.20 0.90
C -0.6657 -5.8315 2.4774 -0.08 -0.29 -0.21 -1.21
O 0.2012 -4.4402 0.7542 -0.01 -0.26 0.24 -0.52
H -2.8841 -4.5418 3.5573 -0.03 -0.06 0.01 0.27
H -4.5820 -4.6921 3.0892 -0.01 0.00 -0.01 0.37
H -3.6672 -3.2282 2.6899 -0.05 0.00 -0.03 0.24
H -3.1676 -6.0092 1.4863 0.05 0.00 0.03 0.39
H -3.9436 -4.6614 0.6860 0.06 0.04 -0.05 0.34
H -0.4744 -5.2677 3.3895 0.00 0.01 0.01 0.28
H 0.1784 -6.4892 2.2875 0.10 0.12 0.04 0.32
H -1.5455 -6.4534 2.6198 -0.04 0.10 0.08 0.37
C 7.5615 -5.9805 -1.2206 0.01 0.05 -0.14 -0.98
C 6.3170 -5.2626 -0.7420 0.10 -0.17 0.07 -0.41
O 5.9811 -4.1518 -1.5789 -0.09 0.14 0.13 -0.36
C 5.2496 -4.2715 -2.7031 0.14 -0.07 -0.16 0.90
C 4.9719 -5.6442 -3.2713 -0.28 -0.06 0.23 -1.13
O 4.8881 -3.2700 -3.2586 -0.07 -0.01 -0.01 -0.56
H 7.4199 -6.4154 -2.2101 -0.03 -0.05 0.03 0.28
H 7.8276 -6.7801 -0.5292 0.00 0.01 0.02 0.36
H 8.3951 -5.2818 -1.2865 0.01 0.00 0.06 0.30
H 5.4656 -5.9365 -0.6372 -0.01 0.00 -0.05 0.34
H 6.4941 -4.8271 0.2397 -0.02 0.08 -0.03 0.34
H 5.7387 -5.8759 -4.0092 0.02 0.00 0.00 0.28
H 4.0052 -5.6131 -3.7671 0.06 0.08 -0.12 0.30
H 4.9384 -6.4375 -2.5291 0.13 -0.01 -0.02 0.37